1.
A structure of composition C19H26IrNOPS in a non-equilibrium geometry. Source: OMol25; level of theory: ωB97M-V/def2-TZVPD.

Its HOMO-LUMO gap (alpha / beta) is 6.3850 / 6.1482 eV. Its total charge is +1. As for the lowest unoccupied orbital energy (alpha / beta): -3.55 / -5.74 eV. As for the electronic energy: -1712.7905 Ha. For the energy above the lowest of the compared OMol25 structures with the same formula, charge and spin, the calculation gives 0.0000 eV. As for the spin multiplicity: 5.

Last column: Löwdin spin population.
CARTESIAN COORDINATES (ANGSTROEM)
1 Ir -1.156 -1.010 -1.659  2.40
2 C 1.134 3.835 2.075  0.00
3 C 1.184 2.656 1.149  0.00
4 C 1.081 2.828 -0.236  0.04
5 C 1.104 1.723 -1.091  0.03
6 C 1.228 0.432 -0.571  0.05
7 C 1.312 0.254 0.814  0.00
8 C 1.289 1.360 1.668  0.05
9 S 1.259 -1.010 -1.659  0.14
10 C 3.048 -1.290 -1.600  0.08
11 O 0.936 -0.502 -3.034  0.14
12 H 1.283 4.775 1.533  0.00
13 H 1.925 3.762 2.829  0.00
14 H 0.163 3.877 2.577  0.00
15 H 0.979 3.824 -0.663  0.00
16 H 1.020 1.877 -2.165  0.01
17 H 1.388 -0.742 1.241  0.00
18 H 1.349 1.205 2.743  0.00
19 H 3.580 -0.386 -1.908  0.01
20 H 3.293 -2.104 -2.287  0.00
21 H 3.344 -1.575 -0.588  0.00
22 C -1.156 -1.010 0.359  0.21
23 C -0.664 -2.291 0.888  0.04
24 C 0.711 -2.539 0.944  0.04
25 C 1.199 -3.670 1.606  -0.01
26 C 0.313 -4.561 2.219  0.03
27 C -1.064 -4.329 2.142  -0.01
28 C -1.550 -3.198 1.478  0.04
29 C 0.814 -5.690 2.947  0.00
30 N 1.220 -6.597 3.547  0.02
31 H -0.508 -0.163 0.658  0.03
32 H -2.191 -0.742 0.660  0.02
33 H 1.416 -1.837 0.502  0.00
34 H 2.274 -3.834 1.660  0.00
35 H -1.767 -5.010 2.620  0.00
36 H -2.623 -3.016 1.460  0.00
37 C -0.816 3.214 -1.668  0.06
38 P -1.156 1.411 -1.659  0.25
39 C -2.275 1.304 -0.210  0.02
40 C -2.384 1.312 -3.018  0.09
41 H -1.739 3.801 -1.631  0.01
42 H -0.271 3.494 -2.574  0.00
43 H -0.202 3.489 -0.805  0.00
44 H -3.095 2.026 -0.276  0.00
45 H -1.722 1.500 0.713  0.00
46 H -2.709 0.303 -0.137  0.01
47 H -3.195 2.033 -2.886  0.01
48 H -2.822 0.310 -3.063  0.04
49 H -1.903 1.513 -3.981  0.00
50 H -2.880 -1.010 -1.659  0.14


2.
The molecule C19H26N2O4S. Source: OMol25; level of theory: ωB97M-V/def2-TZVPD.

As for the structure (SMILES): COc1ccc(S(=O)(=O)NC[C@@H]2CCCN(Cc3ccc(C)o3)C2)cc1. Its HOMO-LUMO gap is 9.2305 eV. As for the lowest unoccupied orbital energy: 0.69 eV. As for the electronic energy: -1548.2321 Ha. For the energy above the lowest of the compared OMol25 structures with the same formula, charge and spin, the calculation gives 3.3900 eV.

Last column: natural (NBO) charge in e.
CARTESIAN COORDINATES (ANGSTROEM)
1 C -1.927 -2.534 -2.088  -0.26
2 H -2.122 -3.391 -1.435  0.17
3 O -0.571 -2.487 -2.476  -0.49
4 C 0.365 -2.232 -1.535  0.32
5 C 0.101 -2.083 -0.174  -0.26
6 C 1.131 -1.763 0.694  -0.17
7 C 2.412 -1.598 0.210  -0.38
8 C 2.699 -1.786 -1.131  -0.16
9 C 1.681 -2.110 -2.001  -0.25
10 H 1.864 -2.252 -3.054  0.23
11 H 3.715 -1.661 -1.468  0.24
12 S 3.670 -0.921 1.267  2.31
13 O 3.197 -0.923 2.626  -0.95
14 O 4.950 -1.501 0.988  -0.94
15 N 3.736 0.652 0.668  -0.87
16 H 4.660 1.026 0.816  0.41
17 C 2.645 1.514 1.085  -0.24
18 H 3.017 2.524 1.268  0.21
19 H 2.232 1.124 2.023  0.21
20 C 1.554 1.541 0.006  -0.24
21 C 0.182 1.874 0.587  -0.22
22 N -0.828 1.720 -0.444  -0.43
23 C -0.596 2.664 -1.523  -0.22
24 C 0.763 2.410 -2.170  -0.40
25 C 1.872 2.512 -1.128  -0.39
26 H 2.837 2.262 -1.569  0.21
27 H 1.924 3.533 -0.740  0.19
28 H 0.765 1.406 -2.598  0.21
29 H 0.920 3.131 -2.973  0.21
30 H -1.385 2.535 -2.268  0.20
31 H -0.639 3.707 -1.157  0.16
32 C -2.180 1.842 0.087  -0.26
33 C -2.513 0.750 1.046  0.27
34 C -2.482 0.702 2.408  -0.30
35 C -2.921 -0.595 2.775  -0.32
36 C -3.190 -1.250 1.612  0.28
37 O -2.942 -0.438 0.558  -0.42
38 C -3.686 -2.629 1.348  -0.66
39 H -4.186 -2.663 0.382  0.23
40 H -2.865 -3.347 1.342  0.22
41 H -4.385 -2.926 2.125  0.23
42 H -3.024 -0.981 3.768  0.23
43 H -2.194 1.492 3.071  0.23
44 H -2.331 2.811 0.597  0.18
45 H -2.871 1.783 -0.759  0.22
46 H -0.050 1.180 1.398  0.21
47 H 0.184 2.901 1.000  0.16
48 H 1.484 0.543 -0.427  0.22
49 H 0.949 -1.619 1.747  0.25
50 H -0.899 -2.188 0.212  0.22
51 H -2.231 -1.611 -1.586  0.20
52 H -2.491 -2.652 -3.011  0.20